Entry 1:
# C42H65BeCl3F12IKN2O13

A molecular structure, C42H65BeCl3F12IKN2O13 at a distorted geometry (ωB97M-V with the def2-TZVPD basis set, OMol25).

Output
Spin multiplicity: 1

The geometry in XYZ format:
```
140
Properties=species:S:1:pos:R:3:mulliken_charge:R:1
C 1.71205 2.54362 3.56939 -0.9750
C 1.44688 3.49113 2.25802 -0.2742
O 0.20476 3.12808 1.49797 -0.1161
C -0.21160 4.40485 0.89796 -0.9856
C -1.48618 4.31143 -0.12828 0.1302
C -2.99751 4.28686 0.53590 0.2656
O -3.17821 4.30290 2.02528 -0.4000
C -3.89806 3.01479 2.28204 -0.2487
C -3.29859 2.21963 3.62216 0.5407
C -3.56387 0.60036 3.29910 -1.2389
O -1.83866 2.37278 3.74782 -0.4151
C -4.33638 4.24289 -0.46452 -0.4260
C -4.04661 4.22540 -2.07872 0.1312
C -5.35253 4.23344 -3.09623 0.3900
C -6.71263 3.61518 -2.42014 0.0189
O -7.72041 4.43243 -2.00801 -0.4359
I -7.10369 1.44274 -2.14118 -0.0003
N -2.62283 4.20259 -2.67084 -0.0521
C -1.35808 4.24031 -1.79434 -0.0538
C 0.13705 4.21105 -2.51681 0.1401
C 0.22128 3.23922 -3.83459 0.2959
C 0.87017 1.75774 -3.56847 -0.5136
C 2.26001 1.75013 -2.70008 -0.2344
C 2.25336 0.76118 -1.38785 0.3754
O 1.39523 -0.42710 -1.51039 -0.3784
C 0.48209 -0.55216 -0.33712 -0.3813
H 1.00927 2.86501 4.47674 0.1998
H 1.70594 1.39167 3.36329 0.2154
H 2.81608 2.80004 3.94429 0.3648
H 1.37596 4.61083 2.66538 0.3412
H 2.41058 3.48774 1.56073 0.2999
H 0.71648 4.90953 0.37902 0.5423
H -0.55979 5.11024 1.79582 0.3431
H -3.76196 2.23959 1.39036 0.3506
H -5.02801 3.25860 2.50749 0.1148
H -3.90500 2.44272 4.59901 0.0125
H -3.10445 -0.10444 4.12157 0.2778
H -4.74534 0.47645 3.19296 0.1649
H -3.12494 0.30133 2.23736 0.3126
H -1.51948 1.48103 4.12955 0.2827
H -5.40348 4.25839 0.04728 0.3763
H -5.06450 3.58231 -4.02474 -0.1779
H -5.53104 5.35133 -3.47502 0.3838
H -2.58996 4.18666 -3.73212 0.3527
H 0.33827 5.30767 -2.88479 0.3691
H 0.90400 3.95997 -1.66773 -0.0765
H 0.86997 3.82240 -4.64907 0.2107
H -0.83312 3.06053 -4.36457 -0.2846
H 1.13154 1.31273 -4.64499 0.2513
H 0.01518 1.07138 -3.14179 0.1283
H 2.63161 2.81740 -2.36102 0.3063
H 3.11740 1.33273 -3.41845 0.1283
H 1.99750 1.30555 -0.38169 -0.2015
H 3.36984 0.35139 -1.28358 -0.1879
H -0.44763 0.18316 -0.45583 0.1643
H 1.02462 -0.32810 0.68946 0.2239
H 0.02151 -1.63324 -0.23260 0.2424
C -3.98748 -5.69951 4.04031 -1.3587
C -5.03284 -4.58684 4.01673 0.3469
C -4.61808 -3.37064 3.15729 -0.9180
O -3.66142 -2.50847 3.78103 0.0242
C -2.31460 -2.93956 3.65615 -0.6555
N -5.33936 -4.19030 5.39863 -0.6257
H -3.12887 -5.45892 4.67361 0.1963
H -4.42397 -6.62382 4.43608 0.3422
H -3.61919 -5.91363 3.03151 0.3605
H -5.94190 -5.00863 3.57097 0.4275
H -5.50978 -2.75217 2.99844 0.3181
H -4.27430 -3.67818 2.16213 0.4526
H -2.12446 -3.43269 2.69820 0.3462
H -2.05569 -3.60069 4.48534 0.0779
H -1.66912 -2.05836 3.72605 0.2336
H -6.10308 -3.51360 5.38201 0.2625
H -4.54285 -3.64625 5.74250 0.2144
F -0.79286 2.40726 -7.81603 -0.3362
C -2.09651 2.62517 -7.59778 0.0845
C -2.80841 1.75398 -6.78053 -0.4985
C -4.16461 1.98340 -6.54887 -0.5838
C -4.79689 3.07648 -7.14653 -0.7257
C -4.07488 3.94232 -7.96930 -0.1701
C -2.71632 3.71897 -8.19170 -0.6311
H -2.30241 0.90553 -6.33159 0.5244
H -4.72829 1.31259 -5.90526 0.9803
H -5.85572 3.25249 -6.96915 0.5482
H -4.57008 4.79005 -8.43666 0.0730
H -2.13793 4.38703 -8.82121 0.5116
C 5.56806 -0.85732 -2.29002 -0.5847
O 5.17045 0.38199 -2.04423 -0.4566
H 4.85006 -1.52862 -2.79114 0.3180
H 6.45282 -0.98553 -2.93652 0.4330
H 5.85656 -1.47684 -1.42384 0.2335
C 3.79894 4.25838 -4.67132 0.8152
O 5.00597 4.11070 -4.97981 -0.6803
O 3.03869 3.38418 -5.31534 -0.1222
O 3.23408 5.05888 -3.89288 -0.6570
H 3.82026 3.00179 -5.76375 -0.0304
Be -5.52041 1.42216 4.75975 0.0104
C 5.66360 -6.65107 -0.23678 -0.6430
C 6.37116 -6.66897 1.12655 0.8442
C 6.04593 -5.48764 2.03500 0.0970
F 6.39982 -4.30235 1.48826 -0.1968
F 6.73136 -5.58401 3.20639 -0.2811
F 7.71129 -6.79332 0.93138 -0.2704
F 5.98400 -7.81705 1.76770 -0.3287
O 6.42176 -6.13547 -1.33573 -0.4092
C 6.41022 -4.71540 -1.47333 0.8108
C 7.79206 -4.08645 -1.25907 0.1768
F 8.29814 -4.38613 -0.03713 -0.2146
F 7.72932 -2.72920 -1.33052 -0.2084
F 5.46029 -4.19708 -0.65851 -0.2633
F 5.98548 -4.47025 -2.74279 -0.3227
H 5.48194 -7.69924 -0.50482 0.4088
H 4.66281 -6.20635 -0.18513 0.3104
H 4.98101 -5.45533 2.27836 0.2793
H 8.50243 -4.43648 -2.01280 0.2401
C -0.44496 -4.74429 9.77742 -0.9924
C -1.84872 -5.18972 9.41619 -0.1923
O -2.78056 -4.11626 9.33215 -0.4261
C -2.82135 -3.30710 8.12369 0.1003
O -2.93314 -4.07652 7.04514 -0.5565
C -1.65033 -2.25069 8.02823 0.7390
F -1.36538 -1.72861 9.25688 -0.2776
F -2.00064 -1.18329 7.25492 -0.2617
F -0.48202 -2.72466 7.53167 -0.2631
H -0.46039 -3.95289 10.53276 0.2339
H 0.13526 -5.58991 10.16015 0.4097
H 0.08629 -4.36626 8.90436 0.1988
H -2.21062 -5.82140 10.23574 0.3123
H -1.85288 -5.82538 8.52526 0.2298
H -3.67672 -2.65420 8.35195 0.1979
K -4.02041 0.65305 -4.62208 0.9187
Cl 7.72478 1.73643 -9.21411 -0.1982
C 7.38868 2.30165 -7.55851 -0.4654
C 6.28529 1.49778 -6.89009 -0.3547
Cl 4.69287 1.79189 -7.63370 -0.2102
H 7.13856 3.36632 -7.60734 0.3015
H 8.31947 2.19707 -6.99330 0.3296
H 6.20050 1.78517 -5.83772 0.2245
H 6.48656 0.42288 -6.93349 0.3890
Cl -5.52041 6.39388 -8.79684 -0.7069
```



Entry 2:
# C42H66N10

10 unconnected molecules or ions with the total composition C42H66N10 at a distorted geometry (ωB97M-V with the def2-TZVPD basis set, OMol25).

Output
Energy relative to the best compared isomer or geometry (same formula, charge and spin) in eV: 2.616
SMILES: c1ccncc1.c1ccncc1.CCCC#N.CCCC#N.CCCC#N.CCCC#N.CCCC#N.CCCC#N.CCCC#N.CCCC#N
Spin multiplicity: 1

The geometry in XYZ format:
```
118
Properties=species:S:1:pos:R:3:mulliken_charge:R:1
C 6.77088 0.89460 -2.18654 -0.2314
C 6.95539 0.30024 -3.45186 -0.3649
C 8.22154 -0.29264 -3.81319 -0.1738
N 9.26667 -0.16131 -3.01318 -0.5294
C 9.12548 0.58238 -1.82999 -0.1636
C 7.86235 1.07495 -1.43209 -0.4695
H 5.76659 1.22363 -1.96395 0.4540
H 6.14898 0.39247 -4.16431 0.3491
H 8.54578 -0.70519 -4.75716 0.3825
H 10.09418 0.84637 -1.43207 0.4004
H 7.89901 1.49938 -0.43966 0.3476
C -0.71910 -7.07057 1.51372 -0.1648
C -1.40274 -5.98156 1.05429 -0.4440
C -2.28665 -5.29431 1.90312 -0.3492
N -2.53034 -5.76779 3.14850 -0.5196
C -1.91533 -6.91927 3.58416 -0.3235
C -0.99828 -7.55309 2.76747 -0.2360
H -0.08775 -7.70994 0.91456 0.4181
H -1.31486 -5.80721 -0.00792 0.4198
H -2.83786 -4.41852 1.59398 0.4905
H -2.04233 -7.23073 4.61044 0.3532
H -0.51597 -8.48727 3.01462 0.3550
C 2.47943 -1.98677 -8.86514 -1.1485
C 1.94559 -3.10702 -7.95920 -0.4883
C 2.05025 -2.78471 -6.43783 -0.3420
C 1.43989 -3.69277 -5.48713 0.1007
N 0.92415 -4.42255 -4.73256 -0.4344
H 2.87959 -2.39298 -9.79410 0.3278
H 3.31792 -1.45408 -8.41651 0.3204
H 1.68577 -1.27956 -9.10610 0.3257
H 2.28474 -4.14287 -7.96832 0.3944
H 0.87930 -3.28386 -8.10008 0.3397
H 1.58192 -1.80258 -6.50267 0.3081
H 3.07004 -2.68348 -6.06652 0.2981
C 0.50484 1.58259 -0.55988 -1.1285
C -0.38430 0.33191 -0.37772 -0.3716
C -0.14471 -0.72548 -1.48256 -0.3386
C -0.59513 -0.30255 -2.84494 0.2302
N -0.93508 0.06621 -3.89333 -0.4630
H 0.05960 2.44134 -0.05748 0.2865
H 0.47397 1.72137 -1.64055 0.3313
H 1.55132 1.44622 -0.28716 0.3083
H -1.40089 0.68376 -0.55335 0.2618
H -0.20520 -0.08589 0.61297 0.3674
H -0.51869 -1.65483 -1.05297 0.2570
H 0.89908 -1.00640 -1.62281 0.2541
C -3.02540 1.46323 5.50113 -1.2738
C -2.92380 0.73236 4.26054 -0.3117
C -4.26469 0.56894 3.52627 -0.3443
C -4.94834 1.84356 3.24238 0.2782
N -5.48428 2.85124 3.10264 -0.4576
H -3.36682 2.48844 5.35807 0.3195
H -2.02017 1.46507 5.92255 0.3429
H -3.78492 0.96346 6.10235 0.3410
H -2.71633 -0.27731 4.61498 0.2688
H -2.04952 1.09658 3.72102 0.2891
H -4.93771 -0.04690 4.12283 0.3063
H -3.98274 0.02410 2.62530 0.2484
C -3.67959 3.67050 -3.33910 -1.1090
C -4.26985 3.58590 -4.81359 -0.4109
C -3.48527 4.36752 -5.92803 -0.4232
C -3.72575 5.78700 -6.01536 0.2059
N -4.06264 6.95751 -6.09179 -0.4710
H -4.40427 3.14591 -2.71641 0.3120
H -3.60669 4.71632 -3.04071 0.3528
H -2.64047 3.37255 -3.19924 0.3257
H -5.27224 4.00948 -4.75127 0.3328
H -4.44002 2.54484 -5.08805 0.3230
H -3.71826 4.12997 -6.96600 0.2703
H -2.40301 4.29597 -5.81982 0.2890
C -8.14485 -4.22017 -2.63003 -1.1328
C -6.70878 -4.51317 -3.23253 -0.5340
C -5.97435 -3.27542 -3.58897 -0.2626
C -5.54644 -2.39801 -2.43853 0.1700
N -5.24307 -1.66020 -1.59904 -0.3874
H -8.65224 -5.14214 -2.34609 0.3163
H -8.89061 -3.91269 -3.36310 0.3240
H -7.93442 -3.54384 -1.80153 0.3436
H -6.90167 -5.17928 -4.07348 0.3260
H -6.12045 -5.03511 -2.47785 0.3041
H -6.55414 -2.69513 -4.30675 0.2931
H -5.05412 -3.65432 -4.03362 0.2443
C 4.74151 2.54080 8.72433 -1.0831
C 4.26156 2.64269 7.21244 -0.6161
C 2.85953 3.33168 6.97124 -0.3440
C 2.66175 3.26800 5.48868 0.1461
N 2.56015 3.21672 4.34912 -0.3933
H 4.03647 1.95334 9.31247 0.3082
H 4.80795 3.53135 9.17432 0.3148
H 5.66423 1.96757 8.63437 0.3199
H 4.30025 1.71700 6.63826 0.4196
H 4.94511 3.22061 6.59046 0.3511
H 2.93108 4.31300 7.44028 0.2989
H 2.00129 2.80757 7.39174 0.2793
C -0.96592 6.84635 1.27802 -1.0124
C -2.19278 6.49384 2.29282 -0.6257
C -1.76717 6.09360 3.72106 -0.4291
C -0.86303 7.02490 4.37747 0.3358
N -0.13358 7.76127 4.85778 -0.4356
H -0.00069 6.88409 1.78298 0.3457
H -1.21965 7.78605 0.78741 0.2975
H -1.02381 6.24123 0.37326 0.2888
H -2.88338 5.83473 1.76674 0.4472
H -2.73570 7.42941 2.42711 0.2895
H -1.31481 5.11855 3.54012 0.1873
H -2.60282 5.87698 4.38653 0.3043
C 5.11809 -2.18736 2.08140 -1.1446
C 4.33675 -3.58009 1.87875 -0.5439
C 2.99575 -3.68624 2.58557 -0.0372
C 3.08262 -3.41012 4.02138 0.2081
N 3.13062 -3.34022 5.22010 -0.4677
H 5.45977 -1.93205 3.08448 0.3440
H 4.72637 -1.27409 1.63353 0.3127
H 6.01456 -2.16562 1.46174 0.3552
H 4.89829 -4.40691 2.31363 0.2958
H 4.25778 -3.76534 0.80751 0.3349
H 2.59732 -4.68018 2.38201 0.2434
H 2.40327 -2.87932 2.15435 0.0989
```



Summary of E in Ha
-6217.1253 -2187.2550
(order as listed above)
Summary of Kohn-Sham gap in eV
1.0 9.5
(order as listed above)